Below is C23H45Cl3N2O3PPmSi as an isolated structure, with properties calculated with the ωB97M-V functional and the def2-TZVPD basis.

The geometry in XYZ format:
```
79
Properties=species:S:1:pos:R:3:forces:R:3
C 1.970564 -0.547391 -3.777537 0.17 0.04 -0.06
C 2.324957 -1.351082 -2.547114 0.41 0.09 0.55
H 2.797745 -0.616181 -4.500869 -0.49 0.03 0.03
H 1.835239 0.529679 -3.538006 -0.08 -0.61 -0.07
H 1.029439 -0.921541 -4.225298 0.49 0.27 0.15
C 3.593510 -1.606284 -2.177409 -1.04 0.03 -0.17
C 4.796538 -1.246537 -2.967669 0.53 0.26 -0.39
H 3.783879 -2.145570 -1.259016 -0.08 -0.14 -0.07
H 4.699011 -0.264279 -3.449429 0.09 -0.30 -0.01
H 4.983781 -2.012398 -3.737416 0.02 0.30 0.07
H 5.689962 -1.213729 -2.338852 -0.06 0.00 -0.03
Pm -1.197386 0.276377 -0.151887 0.43 1.04 0.29
Cl -3.366870 -0.762233 -1.074255 -0.35 -0.37 -0.24
Cl -1.267930 2.888126 0.388421 0.64 0.51 -0.30
C -0.997614 -2.435968 1.862564 0.11 1.40 -0.22
O -1.031418 -1.175690 1.783203 0.11 -2.01 0.26
N -0.431386 -3.118797 2.858443 0.00 0.23 -0.08
C 0.285322 -2.485997 3.966028 0.08 -0.19 -0.01
C -0.548276 -4.568733 2.927048 -0.10 0.10 0.00
H -1.439378 -3.042744 1.050974 0.10 0.02 0.40
H 0.324140 -1.400602 3.856363 -0.24 -0.21 -0.09
H 1.310648 -2.877537 4.010941 -0.19 0.07 -0.20
H -0.190349 -2.772673 4.909640 -0.09 0.24 -0.09
H -0.915569 -4.931743 1.964838 -0.01 -0.09 0.24
H -1.221267 -4.854851 3.746274 0.01 0.03 -0.26
H 0.425410 -5.016310 3.127072 0.04 0.08 -0.13
H 2.279130 1.104961 -1.269600 0.05 0.27 0.44
H 4.383283 -0.174717 0.499650 -0.16 0.10 -0.09
C 2.383209 1.787650 -0.404763 -0.10 -0.18 -0.59
C 4.056819 0.700534 1.072931 -0.23 -0.09 -0.01
N 2.657788 1.034208 0.815464 0.11 0.33 0.67
H 1.449468 2.366152 -0.309019 0.41 -0.20 0.11
C 1.715341 0.828820 1.757230 -1.10 0.53 -1.00
O 0.500165 1.069273 1.591828 2.13 -0.79 0.50
H 4.180936 0.460837 2.131710 0.09 0.15 -0.08
H 2.117638 0.414388 2.697114 -0.14 0.07 -0.08
H 3.249697 2.449144 -0.577546 -0.48 -0.11 0.04
H 4.687714 1.547383 0.783834 -0.06 -0.12 0.25
O 0.413733 -0.663769 -1.268629 -0.12 0.19 0.62
C 1.120705 -1.774466 -1.705071 -0.19 -0.06 -0.06
C 2.221652 -2.260171 0.547790 0.19 0.00 0.28
C 1.527021 -2.720014 -0.575084 -0.72 0.10 -0.06
H 2.311520 -1.184556 0.711796 0.07 -0.55 -0.34
C 2.807860 -3.154200 1.449034 -0.38 0.01 -0.39
H 0.439632 -2.324575 -2.383504 0.30 -0.24 0.08
C 1.181179 -4.073597 -0.650842 0.55 0.51 0.04
H 3.377028 -2.802503 2.305667 0.00 0.05 -0.16
C 2.651909 -4.521611 1.233075 -0.10 0.09 0.10
C 1.798657 -4.958479 0.229111 -0.40 -0.40 -0.15
H 0.464876 -4.392578 -1.416835 0.49 -0.07 0.21
H 3.154354 -5.245902 1.866024 -0.08 0.07 0.00
H 1.588203 -6.016446 0.125388 0.08 -0.05 0.05
Si -2.410641 3.781927 -3.065074 0.47 0.22 1.21
Cl -1.115895 2.007796 -2.923875 -0.26 0.90 -0.49
C -1.955191 5.085555 -1.769670 0.45 -0.08 -0.23
C -4.047210 2.988243 -2.647333 -0.47 0.12 -0.66
C -2.277839 4.732646 -4.672354 -0.33 -0.21 -0.74
H -1.391277 4.634227 -0.941384 -0.42 0.38 -0.35
H -2.876685 5.542494 -1.384235 0.13 -0.18 0.02
H -1.341869 5.897136 -2.191764 -0.20 -0.26 -0.07
H -1.377622 5.345265 -4.777247 0.03 -0.21 0.36
H -3.124557 5.449035 -4.690704 0.25 -0.37 0.10
H -2.341946 4.135129 -5.588575 -0.13 -0.01 0.16
H -3.929857 2.147212 -1.964667 0.12 0.03 0.06
H -4.535054 2.602570 -3.552599 0.14 -0.08 0.11
H -4.761143 3.696827 -2.214475 0.21 0.06 0.04
C -4.670087 0.356293 2.205060 -0.58 0.33 0.21
P -3.289900 1.479833 1.847870 0.44 -0.32 -0.40
C -4.059920 3.154570 1.752625 -0.14 0.06 -0.26
C -2.393959 1.566548 3.437113 -0.05 0.08 0.39
H -4.976525 -0.117055 1.263860 -0.07 0.18 0.26
H -5.491792 0.933135 2.653133 -0.05 -0.54 0.04
H -4.309753 -0.424153 2.879148 -0.18 0.04 0.01
H -4.699970 3.399064 2.617681 0.23 -0.24 -0.22
H -3.260538 3.907508 1.650167 -0.40 -0.40 0.11
H -4.669517 3.191870 0.834990 0.14 0.06 0.29
H -2.824452 2.355508 4.068129 0.19 -0.25 0.08
H -2.507600 0.592013 3.918765 0.02 0.12 0.13
H -1.321422 1.737726 3.291610 -0.29 0.13 -0.12
```
Forces are in eV/Å.

Its net charge is 0. The total energy comes out at -3858.66315 Eh. Its LUMO energy (alpha / beta) is 0.0115 / 0.0115 Ha. As for the gap between HOMO and LUMO (alpha / beta): 7.49 / 7.54 eV. As for the spin multiplicity: 5.

Atomic partial charges in e from the Löwdin method, atoms 1 to 2: -0.041 -0.232